(1)
Molecular formula: H4O2
Method: DFT, wB97M-V/def2-TZVPD

Each line ends with the natural charge from an NBO analysis.
Atoms and positions in Å:
O -1.76327 -0.12625 -0.15666  -0.9345
H -1.13412 0.43478 0.32148  0.4656
H -2.53342 0.46761 -0.15525  0.4687
O 1.79517 0.09056 -0.18974  -0.9357
H 1.07930 -0.54784 0.00090  0.4697
H 2.55634 -0.31886 0.17927  0.4661

Its SMILES is O.O. For the HOMO energy, the calculation gives -11.7 eV. Its energy is -4159.738 eV. Its LUMO energy is 0.8 eV.

=====

(2)
Molecular formula: C3H5N
Method: DFT, wB97M-V/def2-TZVPD

Each line ends with the natural charge from an NBO analysis.
Atoms and positions in Å:
C -2.84700 0.39004 -0.34839  -0.2454
C -2.48014 -0.45130 0.45598  -0.2167
C 1.53479 -0.57362 -0.40060  -0.0989
N 2.14780 0.39827 0.22366  -0.7427
H -3.15814 0.85098 -1.24935  0.2294
H 1.55667 1.04086 0.78928  0.3898
H -2.15281 -0.89702 1.36186  0.2301
H 2.31776 -1.28891 -1.02103  0.0899
H 3.08105 0.53069 0.18859  0.3645

For the HOMO energy, the calculation gives -8.2 eV. Its energy is -4676.934 eV. Its LUMO energy is 1.0 eV.

=====

(3)
Molecular formula: C16H39Cl2N6PdS
Method: DFT, wB97M-V/def2-TZVPD

Each line ends with the natural charge from an NBO analysis.
Atoms and positions in Å:
Pd 0.28352 1.63727 0.73245  0.7830
Cl 2.79262 1.93047 1.02205  0.0782
C 2.62272 1.88597 2.78945  -0.3877
Cl 0.90502 1.84257 3.20275  0.0197
H 3.07952 2.77817 3.21685  0.2716
H 3.09992 0.98237 3.16655  0.2644
N -0.74878 4.80947 0.65985  -0.6814
N 0.46812 4.05357 0.56585  -0.6769
H -0.68868 5.69537 0.15105  0.3911
H -0.92698 5.03637 1.63815  0.3785
H 1.20572 4.43357 1.17445  0.3904
H 0.81842 4.12937 -0.39425  0.4003
C -1.12108 -2.37643 -3.05105  -0.6090
C 0.34442 -2.35753 -3.46595  -0.4052
C 0.86792 -0.94753 -3.75465  -0.4087
C 1.05912 -0.09003 -2.50085  -0.2329
N 2.14762 -0.60063 -1.68795  -0.5403
C 2.09752 -0.95283 -0.41165  0.3662
S 0.60312 -0.82033 0.46435  -0.1063
N 3.16072 -1.47653 0.18895  -0.5259
C 3.28412 -1.78653 1.59875  -0.2294
C 4.01252 -3.10713 1.85445  -0.4068
C 3.13622 -4.33973 1.62185  -0.4041
C 2.73862 -4.56413 0.17655  -0.6097
H -1.47298 -3.40223 -2.98465  0.2432
H -1.72828 -1.85973 -3.79105  0.2131
H -1.26838 -1.91063 -2.07565  0.1638
H 0.45042 -2.94383 -4.37975  0.2422
H 0.95582 -2.84163 -2.69945  0.1935
H 0.16992 -0.43523 -4.41755  0.2302
H 1.82202 -1.01223 -4.28055  0.2220
H 0.14682 -0.07093 -1.89485  0.2119
H 1.30502 0.93577 -2.79875  0.2129
H 3.00712 -0.75273 -2.20545  0.4241
H 3.99822 -1.65203 -0.35835  0.4253
H 2.28022 -1.80933 2.03365  0.2280
H 3.85842 -0.98433 2.07865  0.1942
H 4.34122 -3.10403 2.89425  0.2428
H 4.90612 -3.16093 1.22945  0.2107
H 2.24862 -4.30013 2.25885  0.2037
H 3.72282 -5.20283 1.95655  0.2373
H 1.98812 -3.84443 -0.15265  0.1681
H 2.29042 -5.55043 0.07025  0.2444
H 3.60302 -4.50943 -0.48195  0.2071
C -4.04148 2.43767 -0.58525  -0.2552
C -2.49688 2.36607 -0.55965  -0.2874
N -2.05638 1.46867 0.51015  -0.4132
C -2.63408 0.13837 0.31245  -0.2608
C -4.17668 0.21207 0.35675  -0.2569
N -4.56478 1.62797 0.53895  -0.3302
C -4.03898 2.12197 1.83045  -0.2560
C -2.49868 2.00887 1.79785  -0.2641
H -4.43688 2.03647 -1.51865  0.2545
H -4.39858 3.46417 -0.49045  0.2556
H -2.06778 3.35667 -0.37065  0.2694
H -2.11458 1.99927 -1.51595  0.2385
H -2.25378 -0.53213 1.08705  0.2442
H -2.29928 -0.25223 -0.65065  0.2497
H -4.57928 -0.38243 1.17755  0.2564
H -4.61778 -0.16633 -0.56575  0.2580
H -5.58698 1.69597 0.54815  0.4707
H -4.45738 1.51837 2.63595  0.2576
H -4.36188 3.15297 1.97965  0.2549
H -2.14348 1.35037 2.59605  0.2395
H -2.04128 2.99317 1.92715  0.2373

For the HOMO energy (spin up / spin down), the calculation gives -17.4 / -17.5 eV. Its energy is -65498.951 eV. The total charge is +3. Its LUMO energy (spin up / spin down) is -11.3 / -11.1 eV.

=====

(4)
Molecular formula: H3NO3Si
Method: DFT, wB97M-V/def2-TZVPD

Each line ends with the natural charge from an NBO analysis.
Atoms and positions in Å:
O -1.77003 0.63223 -0.63034  -0.4013
N -1.27882 -0.17978 0.17758  0.2336
O -1.92603 -1.12093 0.63553  -0.3938
Si 0.63909 -0.15359 0.35319  1.5140
O 1.10013 0.19766 -1.10162  -1.1020
H 1.02209 -1.41916 1.02786  -0.1634
H 0.68531 1.09612 1.01290  -0.2223
H 1.52825 0.94746 -1.47509  0.5351

Its SMILES is O=[N+]([O-])[SiH2]O. For the HOMO energy, the calculation gives -10.5 eV. Its energy is -15556.770 eV. Its LUMO energy is 0.0 eV.

=====

(5)
Molecular formula: C3H2ErFLiO3
Method: DFT, wB97M-V/def2-TZVPD

Each line ends with the Mulliken spin population.
Atoms and positions in Å:
O -0.96404 -1.60480 -0.67051  -0.0042
C 0.11544 -1.68906 -0.11842  0.0514
C 0.45681 0.91631 -0.46974  -0.0328
O 0.98859 -0.23603 -0.14317  -0.0922
O 0.55790 -2.41659 0.74193  -0.0255
C -0.56163 1.55274 0.13203  0.0318
Li -1.92243 -0.18710 -1.44732  -0.0018
F 0.99583 1.43307 -1.58677  -0.0008
H -0.86719 2.53634 -0.22278  0.0019
H -0.95136 1.14565 1.06441  0.0135
Er 2.15209 -1.45053 2.72034  3.0588

For the HOMO energy (spin up / spin down), the calculation gives -9.8 / -11.2 eV. Its energy is -39820.869 eV. The total charge is +1. The multiplicity is 4. Its LUMO energy (spin up / spin down) is -3.6 / -4.6 eV.

=====

(6)
Molecular formula: C43H63AsGeN3O4PSeSiW
Method: DFT, wB97M-V/def2-TZVPD

Each line ends with the Mulliken spin population.
Atoms and positions in Å:
W 0.17075 -0.65334 -0.06611  0.9562
C -1.02627 -0.62195 -6.78989  -0.0003
O -2.20942 -1.11338 -6.14409  0.0012
C -2.23528 -1.18566 -4.82544  0.0037
C -3.41091 -1.75923 -4.27427  0.0089
C -3.52017 -1.88905 -2.92977  -0.0068
C -2.49387 -1.45321 -2.04265  0.0226
C -2.64826 -1.61070 -0.64030  0.0043
C -3.80208 -2.34718 -0.03450  0.0035
O -1.80320 -1.13013 0.17875  -0.0566
C -1.34976 -0.83546 -2.62781  0.0036
O -0.37518 -0.33692 -1.87671  0.0609
C -1.21174 -0.72899 -4.00369  -0.0004
H -1.20788 -0.73243 -7.85264  0.0000
H -0.16122 -1.21552 -6.49489  0.0001
H -0.87111 0.42914 -6.54436  0.0001
H -4.19047 -2.08423 -4.94837  0.0001
H -4.42282 -2.32188 -2.52110  -0.0006
H -4.67865 -1.69628 0.01619  0.0014
H -3.53630 -2.65442 0.97400  -0.0014
H -4.07111 -3.22371 -0.61920  -0.0003
H -0.31775 -0.26226 -4.39037  0.0012
C 5.26286 2.49299 -0.06448  0.0069
Si 5.13408 0.68332 -0.45339  -0.0031
C 6.15015 -0.35695 0.69253  0.0032
C 5.50040 0.33640 -2.23687  0.0017
C 3.35235 0.19251 -0.20469  0.1130
C 2.16676 -0.09739 -0.10016  -0.1812
H 6.30688 2.81472 -0.07317  0.0001
H 4.85713 2.71556 0.92492  -0.0001
H 4.72761 3.09861 -0.79987  -0.0001
H 7.21093 -0.11578 0.59456  0.0000
H 6.02531 -1.41704 0.46408  0.0002
H 5.86659 -0.19656 1.73453  -0.0002
H 6.48948 0.70919 -2.51303  0.0002
H 4.76580 0.81499 -2.88815  -0.0006
H 5.48209 -0.73694 -2.43563  0.0002
C 0.91057 -1.75368 4.49383  0.0155
N -0.33513 -1.00479 4.28089  -0.0084
C -1.25678 -1.11431 5.41476  0.0055
P -0.25283 0.31438 3.31598  0.0258
O 0.28949 -0.07295 1.94442  0.0041
N -1.76200 0.93930 3.15734  -0.0004
C -2.11245 2.25381 3.70346  0.0002
C -2.91476 0.06261 2.95038  0.0070
N 0.80187 1.37684 3.94542  0.0016
C 0.69779 1.76859 5.35166  0.0003
C 1.65617 2.24990 3.14410  0.0009
H 0.68169 -2.81179 4.62425  0.0017
H 1.42683 -1.39085 5.38662  0.0009
H 1.57687 -1.64758 3.64112  -0.0003
H -1.75615 -2.08413 5.40215  -0.0017
H -2.01325 -0.33490 5.38562  0.0001
H -0.71152 -1.02405 6.35713  0.0006
H -1.26860 2.93654 3.63359  -0.0003
H -2.44920 2.19341 4.74247  0.0000
H -2.92402 2.67186 3.10664  0.0002
H -2.59047 -0.92105 2.61586  0.0011
H -3.56371 0.48992 2.18324  0.0014
H -3.50187 -0.05213 3.86460  0.0003
H 0.18965 1.00098 5.93236  0.0001
H 0.16078 2.71191 5.47311  0.0000
H 1.70060 1.88986 5.76107  0.0000
H 1.80927 1.81861 2.15702  -0.0024
H 2.62843 2.32806 3.63336  -0.0006
H 1.23074 3.25027 3.05306  0.0007
C -0.11253 -7.41145 0.46619  0.0100
Ge 1.03813 -5.85809 0.51833  0.0418
C 2.16925 -5.82232 2.09163  0.0098
C 2.06256 -5.67081 -1.11065  0.0039
C -0.26495 -4.31325 0.68921  0.0310
Se 0.55978 -2.74479 1.37673  0.7450
C 1.00297 -2.27409 -1.26813  0.0173
H 0.49304 -8.31555 0.39797  0.0017
H -0.77351 -7.37832 -0.40007  -0.0004
H -0.72152 -7.47772 1.36798  -0.0001
H 2.85794 -6.66660 2.06053  0.0001
H 1.57448 -5.90397 3.00280  0.0001
H 2.75681 -4.90493 2.14162  -0.0028
H 2.58108 -6.61428 -1.28899  0.0009
H 2.81671 -4.88731 -1.03777  0.0003
H 1.42210 -5.47065 -1.96945  -0.0001
H -0.99334 -4.61911 1.44661  0.0305
H -0.78025 -4.09495 -0.24117  -0.0137
H 1.75497 -2.93125 -0.83767  0.0234
H 1.45000 -1.71580 -2.08356  0.0126
H 0.16282 -2.87003 -1.62682  0.0072
C -0.40782 6.57488 1.03878  -0.0006
C -1.64184 5.95244 0.95510  0.0003
C -1.72470 4.59927 0.63927  0.0007
C -0.56153 3.88237 0.39758  0.0001
C 0.68167 4.50142 0.49284  -0.0025
C 0.75535 5.84723 0.81155  -0.0001
As -0.66431 2.04052 -0.21193  0.0707
C 0.11374 2.46065 -1.95743  0.0079
C 1.45112 2.62865 -2.27251  -0.0177
C 1.80591 2.93382 -3.58035  -0.0002
C 0.82813 3.06857 -4.56016  -0.0001
C -0.51131 2.90540 -4.23945  0.0008
C -0.87521 2.59958 -2.93193  0.0051
C -2.25315 2.34953 -2.46193  0.0003
C -3.40732 2.37489 -3.24072  0.0007
C -4.63437 2.06406 -2.67499  -0.0003
C -4.73258 1.72729 -1.32720  -0.0002
C -3.58887 1.70646 -0.54135  0.0020
C -2.36280 2.01932 -1.11253  0.0100
H -0.34829 7.62910 1.27398  0.0000
H -2.54921 6.51697 1.12558  0.0000
H -2.69625 4.12718 0.56909  -0.0003
H 1.59376 3.95095 0.29673  0.0011
H 1.72125 6.33114 0.87625  -0.0001
H 2.21911 2.51432 -1.51883  0.0061
H 2.84881 3.07016 -3.83725  0.0001
H 1.11300 3.30674 -5.57658  0.0000
H -1.26709 3.03132 -5.00532  0.0000
H -3.35517 2.64263 -4.28864  -0.0002
H -5.52569 2.08677 -3.28826  0.0000
H -5.69700 1.49026 -0.89664  0.0000
H -3.65759 1.45594 0.51241  0.0021

For the HOMO energy (spin up / spin down), the calculation gives -12.7 / -12.8 eV. Its energy is -259954.857 eV. The total charge is +2. The multiplicity is 3. Its LUMO energy (spin up / spin down) is -6.1 / -7.3 eV.

=====

(7)
Molecular formula: C7H18I2NO3OsP2
Method: DFT, wB97M-V/def2-TZVPD

Each line ends with the Mulliken spin population.
Atoms and positions in Å:
I -0.15751 2.72098 -3.03874  0.8490
I -1.31069 0.15159 -3.06065  0.1306
Os -0.32169 -0.61839 0.27023  1.6143
P 1.49610 -1.06128 -0.90558  0.1047
C 1.20129 -2.81451 -1.41753  0.0486
C 2.01073 -0.26083 -2.45108  0.0255
H 2.82772 -0.82849 -2.91669  0.0021
H 3.81209 -1.72387 -0.59763  0.0043
H 2.31606 0.76909 -2.23764  -0.0001
H 3.43136 -0.21380 0.26782  -0.0021
H 0.38416 -2.83134 -2.15561  -0.0018
H 1.14538 -0.24217 -3.13188  -0.0043
C 3.06784 -1.22006 0.02972  0.0197
H 2.13284 -3.19579 -1.86123  0.0194
H 2.91390 -1.80916 0.94554  0.0031
H 0.95489 -3.39565 -0.50995  -0.0029
P -1.33720 1.23691 0.92654  0.1082
C -3.03865 0.62901 1.32464  0.0422
C -0.82451 1.94821 2.54268  0.0201
H -0.71621 3.22315 -0.26885  -0.0076
H -2.35827 3.40077 0.43541  0.0004
H -2.10925 2.38317 -1.02606  -0.0069
C -1.66983 2.71524 -0.07862  0.0753
H 0.12557 2.47711 2.40352  -0.0022
H -1.58074 2.66599 2.88180  0.0047
H -3.58342 1.44284 1.82625  0.0197
H -2.93608 -0.23121 2.00985  -0.0022
H -0.72524 1.15153 3.29481  0.0040
H -3.53885 0.34945 0.38421  -0.0032
C -1.69464 -1.77947 -0.39250  0.1007
O -2.53547 -2.44107 -0.86644  0.0975
O 0.35005 -1.79479 2.84244  0.4684
N 0.68946 -0.83125 2.12286  0.0955
O 1.57884 0.02808 2.40837  0.1753

For the HOMO energy (spin up / spin down), the calculation gives -18.9 / -20.6 eV. Its energy is -52392.480 eV. The total charge is +3. The multiplicity is 5. Its LUMO energy (spin up / spin down) is -14.1 / -15.5 eV.

=====

(8)
Molecular formula: C11H10N4
Method: DFT, wB97M-V/def2-TZVPD

Each line ends with the natural charge from an NBO analysis.
Atoms and positions in Å:
C 3.26592 2.19749 -0.02167  -0.2151
C 3.07841 1.03567 0.72822  -0.1885
C 2.23888 2.66665 -0.75672  -0.1923
C 1.84602 0.45384 0.80626  -0.2457
C 0.99349 2.08342 -0.67995  -0.2086
C -3.78047 -0.39350 -0.83260  -0.4356
C -3.97405 -1.76228 -0.42513  0.0029
C 0.83939 0.89038 -0.00311  0.1444
C -2.42131 -0.15251 -0.52593  0.2750
C -0.61280 -1.17290 0.26058  0.3418
C 0.23096 -2.18049 0.98010  -0.6566
N -2.86318 -2.28015 0.10340  -0.3431
N -1.45649 0.70213 -0.59593  -0.3126
N -0.36762 0.14499 -0.05686  -0.1316
N -1.97678 -1.34157 0.02974  -0.1363
H 4.35839 2.56512 -0.17676  0.2216
H 3.99509 0.63400 1.29223  0.2225
H 2.35389 3.41963 -1.47914  0.2177
H 1.64076 -0.44055 1.35359  0.2199
H 0.20459 2.41102 -1.37234  0.2475
H -4.27580 0.20651 -1.59506  0.2354
H -4.78574 -2.45914 -0.42954  0.2141
H 1.07841 -2.30266 0.25262  0.2399
H -0.30557 -3.05928 1.08669  0.2528
H 0.69559 -1.86584 2.05730  0.2306

For the HOMO energy, the calculation gives -7.5 eV. Its energy is -17526.617 eV. Its LUMO energy is 0.3 eV.